[1]
ORCA calculation (ωB97M-V/def2-TZVPD) on C19H22N4O4S in the gas phase.

Computed properties:
- highest occupied orbital energy (hartree) = -0.2865
- spin multiplicity = 1
- orbital gap (Ha) = 0.29784

Positions of all 50 atoms, in Å:
C (-3.840, 0.405, 6.235)
C (-3.403, -0.770, 5.367)
C (-2.082, -0.482, 4.661)
H (-1.307, -0.282, 5.406)
H (-2.188, 0.409, 4.038)
C (-1.646, -1.659, 3.780)
C (-0.371, -1.367, 3.091)
N (-0.233, -1.198, 1.832)
N (0.998, -0.916, 1.431)
C (1.858, -0.856, 2.387)
N (3.190, -0.580, 2.299)
C (4.075, -0.362, 1.256)
O (5.217, -0.103, 1.556)
C (3.636, -0.475, -0.183)
C (3.063, -1.835, -0.580)
C (2.098, -1.514, -1.715)
O (1.637, -2.329, -2.477)
N (1.863, -0.173, -1.700)
C (0.968, 0.515, -2.533)
C (0.594, -0.014, -3.763)
C (-0.283, 0.672, -4.590)
C (-0.814, 1.900, -4.185)
C (-0.418, 2.435, -2.968)
C (0.466, 1.759, -2.151)
H (0.738, 2.202, -1.208)
H (-0.824, 3.389, -2.673)
O (-1.721, 2.595, -4.949)
C (-2.298, 1.808, -5.966)
C (-1.215, 1.011, -6.692)
H (-1.638, 0.408, -7.497)
O (-0.593, 0.112, -5.802)
H (-0.471, 1.708, -7.103)
H (-2.805, 2.498, -6.643)
H (-3.029, 1.111, -5.533)
H (0.966, -0.967, -4.095)
C (2.551, 0.518, -0.626)
H (1.856, 0.736, 0.190)
H (2.986, 1.450, -0.994)
H (3.823, -2.542, -0.906)
H (2.483, -2.295, 0.219)
H (4.543, -0.290, -0.768)
H (3.664, -0.513, 3.195)
S (1.148, -1.170, 3.977)
H (-1.529, -2.551, 4.400)
H (-2.399, -1.857, 3.016)
H (-3.295, -1.661, 5.990)
H (-4.173, -0.977, 4.621)
H (-3.093, 0.615, 6.997)
H (-3.972, 1.298, 5.628)
H (-4.782, 0.183, 6.729)

=====

[2]
ORCA calculation (ωB97M-V/def2-TZVPD) on a molecular structure, C19H22N5PdS.

Computed properties:
- highest occupied orbital energy (hartree) = -0.4067
- spin multiplicity = 1
- orbital gap (Ha) = 0.29003
- total charge = +1

Positions of all 48 atoms, in Å:
Pd (0.513, -0.297, -1.424)
N (-0.950, 0.293, -2.774)
C (-2.192, 0.983, -2.464)
C (-3.159, 1.010, -3.460)
C (-4.335, 1.710, -3.271)
C (-4.517, 2.409, -2.087)
C (-3.551, 2.372, -1.100)
C (-2.371, 1.630, -1.243)
C (-1.371, 1.582, -0.135)
C (-1.691, 2.138, 1.115)
C (-0.784, 2.217, 2.157)
C (0.506, 1.735, 1.990)
C (0.842, 1.137, 0.786)
C (-0.102, 1.023, -0.231)
H (-0.394, 0.893, -3.380)
H (-1.151, -0.548, -3.306)
H (-2.980, 0.481, -4.389)
H (-5.087, 1.723, -4.047)
H (-5.415, 2.990, -1.930)
H (-3.723, 2.946, -0.203)
H (-2.686, 2.519, 1.288)
H (-1.086, 2.665, 3.093)
H (1.238, 1.811, 2.783)
H (1.840, 0.734, 0.644)
N (2.509, -1.913, -0.264)
C (1.257, -2.386, -0.461)
S (0.677, -2.722, -2.027)
N (0.488, -2.606, 0.618)
C (0.850, -2.479, 1.993)
C (0.019, -1.740, 2.824)
C (0.325, -1.632, 4.171)
C (1.463, -2.242, 4.681)
C (2.284, -2.984, 3.845)
C (1.974, -3.120, 2.498)
H (3.122, -1.910, -1.065)
H (2.904, -1.871, 0.663)
H (-0.482, -2.779, 0.398)
H (-0.853, -1.246, 2.413)
H (-0.326, -1.062, 4.821)
H (1.702, -2.149, 5.731)
H (3.157, -3.485, 4.242)
H (2.576, -3.758, 1.862)
N (3.388, 0.323, -2.874)
N (2.619, 1.235, -2.052)
H (4.298, 0.721, -3.086)
H (2.902, 0.203, -3.752)
H (2.640, 2.182, -2.420)
H (3.115, 1.265, -1.169)

=====

[3]
ORCA calculation (ωB97M-V/def2-TZVPD) on a molecular structure, C19H23CaF5NP.

Computed properties:
- highest occupied orbital energy (spin up / spin down) (hartree) = -0.3040 / -0.3002
- spin multiplicity = 1
- orbital gap (spin up / spin down) (Ha) = 0.18888 / 0.18327

Positions of all 50 atoms, in Å:
C (-2.509, 0.732, -3.559)
C (-2.290, -0.494, -2.938)
C (-1.509, -0.571, -1.755)
C (-0.923, 0.580, -1.222)
C (-1.171, 1.801, -1.860)
C (-1.977, 1.906, -3.021)
C (-1.343, -1.938, -1.085)
C (0.060, -2.517, -0.951)
N (1.149, -1.518, -0.696)
Ca (0.391, 0.364, 1.224)
C (-0.532, 3.044, -1.280)
P (1.035, 2.463, -0.394)
H (-2.745, -1.399, -3.349)
H (-2.162, 2.891, -3.476)
H (-3.070, 0.786, -4.485)
H (-1.112, 3.456, -0.401)
H (-0.205, 3.798, -2.012)
H (-1.777, -1.863, -0.063)
H (-1.961, -2.643, -1.650)
H (0.069, -3.215, -0.102)
C (1.791, 3.879, 0.391)
C (1.995, 2.571, -2.021)
H (0.316, -3.063, -1.878)
C (1.718, -0.976, -1.934)
C (2.210, -2.023, 0.189)
H (-0.147, 2.514, 0.966)
H (2.235, -1.772, -2.501)
H (0.916, -0.555, -2.555)
H (2.459, -0.206, -1.670)
H (2.824, -2.797, -0.310)
H (2.871, -1.183, 0.439)
H (1.766, -2.441, 1.109)
H (1.951, 3.632, -2.302)
H (3.036, 2.262, -1.857)
H (1.556, 1.958, -2.826)
H (1.854, 4.670, -0.346)
H (1.105, 4.097, 1.213)
H (2.753, 3.518, 0.761)
H (2.276, 0.821, 1.721)
F (-1.412, -3.406, 1.817)
C (-1.244, -2.558, 2.877)
C (-0.725, -1.288, 2.717)
C (-0.603, -0.540, 3.855)
F (-0.123, 0.788, 3.606)
C (-0.944, -0.982, 5.145)
F (-0.790, -0.241, 6.261)
C (-1.471, -2.262, 5.286)
F (-1.827, -2.749, 6.487)
C (-1.627, -3.054, 4.153)
F (-2.138, -4.280, 4.280)

=====

[4]
ORCA calculation (ωB97M-V/def2-TZVPD) on a molecular structure, C19H23Cl2MgN5OS.

Computed properties:
- highest occupied orbital energy (hartree) = -0.2431
- spin multiplicity = 1
- orbital gap (Ha) = 0.23446

Positions of all 52 atoms, in Å:
Mg (0.973, -2.789, -0.473)
Cl (-0.120, 0.214, 1.799)
C (-1.368, 1.134, 2.633)
Cl (-2.939, 0.296, 2.631)
H (-1.497, 2.087, 2.135)
H (-1.074, 1.266, 3.667)
C (-2.443, -6.024, 0.859)
N (-1.556, -4.956, 1.273)
C (-1.677, -4.168, 2.407)
C (-0.650, -3.283, 2.367)
N (0.113, -3.519, 1.246)
C (-0.463, -4.532, 0.598)
S (0.082, -5.039, -0.961)
H (-3.420, -5.863, 1.308)
H (-2.049, -6.994, 1.161)
H (-2.544, -5.998, -0.224)
H (-2.466, -4.323, 3.121)
H (-0.393, -2.510, 3.072)
H (2.471, -1.921, 1.247)
C (2.877, -1.119, -2.486)
C (3.224, -0.148, -1.392)
C (3.775, 1.089, -1.693)
C (4.184, 1.961, -0.694)
C (4.068, 1.553, 0.630)
C (3.525, 0.325, 0.972)
C (3.470, -0.114, 2.410)
C (3.044, -0.535, -0.044)
N (2.428, -1.725, 0.241)
H (3.135, -0.717, -3.465)
H (1.808, -1.362, -2.514)
H (3.408, -2.066, -2.351)
H (3.904, 1.367, -2.734)
H (4.618, 2.921, -0.940)
H (4.425, 2.205, 1.421)
H (3.926, 0.636, 3.057)
H (4.012, -1.053, 2.567)
H (2.448, -0.281, 2.762)
N (-5.199, -0.982, 0.221)
C (-4.240, -1.830, -0.246)
O (-4.389, -3.034, -0.285)
C (-2.977, -1.180, -0.730)
C (-2.864, 0.151, -1.105)
C (-1.623, 0.632, -1.486)
C (-0.536, -0.221, -1.445)
N (-0.637, -1.513, -1.111)
C (-1.847, -1.977, -0.784)
H (-6.005, -1.411, 0.646)
H (-4.951, -0.058, 0.530)
H (-3.728, 0.802, -1.116)
H (-1.487, 1.660, -1.788)
H (0.461, 0.140, -1.666)
H (-1.938, -3.028, -0.548)

=====

[5]
ORCA calculation (ωB97M-V/def2-TZVPD) on a molecular structure, C19H23ClN4PSW.

Computed properties:
- highest occupied orbital energy (spin up / spin down) (hartree) = -0.6054 / -0.6051
- spin multiplicity = 3
- orbital gap (spin up / spin down) (Ha) = 0.18008 / 0.19419
- total charge = +3
- ⟨S²⟩ = 2.016

Positions of all 50 atoms, in Å:
W (-0.386, 0.078, 1.708)
C (-3.513, -2.137, 0.220)
C (-2.671, -1.157, 0.676)
N (-1.352, -1.143, 0.349)
C (-0.861, -2.067, -0.498)
C (-1.657, -3.071, -1.029)
C (-2.995, -3.119, -0.622)
C (-1.119, -4.107, -1.924)
C (-0.474, -3.943, -3.080)
C (-0.182, -2.677, -3.768)
C (0.112, -2.700, -5.131)
C (0.300, -1.470, -5.752)
N (0.229, -0.339, -5.072)
C (-0.026, -0.403, -3.779)
N (-0.234, -1.522, -3.097)
H (-4.553, -2.139, 0.514)
H (-3.026, -0.356, 1.321)
H (0.189, -2.009, -0.741)
H (-3.629, -3.923, -0.977)
H (-1.346, -5.121, -1.610)
H (-0.198, -4.833, -3.633)
H (0.174, -3.630, -5.679)
H (0.510, -1.394, -6.813)
H (-0.071, 0.534, -3.235)
Cl (-0.889, -0.724, 3.681)
S (-1.020, 2.143, 0.653)
C (-0.757, 3.434, 1.823)
N (-1.038, 4.687, 1.412)
C (-0.943, 5.769, 2.211)
C (-0.563, 5.625, 3.521)
C (-0.261, 4.351, 3.994)
C (-0.345, 3.261, 3.142)
H (-1.355, 4.821, 0.457)
H (-1.175, 6.730, 1.772)
H (-0.506, 6.492, 4.165)
H (0.030, 4.210, 5.028)
H (-0.108, 2.266, 3.492)
C (2.483, 0.335, -0.376)
P (2.011, -0.025, 1.341)
C (2.770, -1.618, 1.746)
C (2.834, 1.196, 2.402)
H (3.571, 0.416, -0.417)
H (2.040, 1.266, -0.728)
H (2.166, -0.480, -1.029)
H (3.816, -1.591, 1.435)
H (2.267, -2.438, 1.232)
H (2.726, -1.795, 2.821)
H (3.909, 1.170, 2.215)
H (2.660, 0.945, 3.451)
H (2.463, 2.203, 2.207)

=====

Per-record energy relative to the best compared isomer or geometry (same formula, charge and spin), kJ/mol: 209.0; 182.8; 353.4; 12.7; 17.4